Record 1
C38H102N6O13 | ωB97M-V with the def2-TZVPD basis set

**HOMO-LUMO gap (spin up / spin down)**: 7.47 / 2.11 eV
**LUMO energy (spin up / spin down)**: -2.3 / -7.6 eV
**Total charge**: +1
**Electronic energy**: -2814.9686 Ha
**Multiplicity**: 2
**E_HOMO (spin up / spin down)**: -9.7382 / -9.7382 eV
**⟨S²⟩**: 0.75

Cartesian coordinates (Å):
C 1.098 4.346 2.795
C 0.269 5.591 2.350
O -0.543 4.990 1.388
H 0.495 3.513 3.158
H 1.915 4.712 3.417
H 1.610 3.958 1.915
H 0.928 6.278 1.819
H -0.253 6.055 3.187
H -0.981 5.734 0.968
C 1.618 -2.428 0.844
C 0.582 -2.945 -0.132
O 1.158 -2.910 -1.350
H 1.702 -1.344 0.926
H 2.618 -2.845 0.728
H 1.409 -2.803 1.846
H -0.310 -2.320 -0.165
H 0.280 -3.949 0.168
H 0.580 -3.300 -2.010
C 0.782 0.874 -1.103
C -0.161 1.723 -0.257
O -0.817 0.986 0.720
H 1.191 1.473 -1.917
H 0.207 0.071 -1.564
H 1.556 0.369 -0.526
H -0.871 2.444 -0.662
H 0.465 2.404 0.320
H -1.135 1.625 1.362
C 4.021 1.095 -3.719
C 3.182 -0.133 -3.756
O 2.100 0.072 -4.629
H 3.444 1.910 -3.282
H 4.437 1.306 -4.704
H 4.916 0.998 -3.104
H 2.828 -0.336 -2.746
H 3.724 -1.032 -4.050
H 1.347 -0.499 -4.461
C -8.219 -0.846 0.405
O -8.187 0.309 1.171
C -8.619 0.041 2.492
C -7.474 -0.349 3.445
N -6.485 0.728 3.270
C -5.388 0.526 4.215
C -4.448 1.691 4.306
O -3.682 1.996 3.193
C -2.681 2.905 3.521
H -9.262 -1.134 0.271
H -7.604 -1.590 0.912
H -7.910 -0.598 -0.610
H -9.488 -0.616 2.492
H -8.980 1.015 2.821
H -6.998 -1.281 3.139
H -7.767 -0.475 4.487
H -6.293 0.729 2.278
H -4.862 -0.415 4.059
H -5.759 0.551 5.240
H -3.725 1.540 5.107
H -5.071 2.530 4.614
H -1.947 2.640 4.283
H -3.050 3.906 3.744
H -2.177 3.036 2.564
C -0.839 -1.222 -4.374
O 0.176 -1.986 -4.963
C -0.292 -3.199 -5.608
C -0.659 -4.231 -4.473
N 0.459 -4.619 -3.664
C 0.548 -6.005 -3.319
C 1.891 -6.180 -2.600
O 2.883 -5.935 -3.551
C 3.613 -4.697 -3.401
H -0.446 -0.256 -4.060
H -1.177 -1.729 -3.470
H -1.600 -0.873 -5.073
H 0.424 -3.679 -6.276
H -1.186 -3.021 -6.206
H -1.113 -5.113 -4.926
H -1.403 -3.997 -3.711
H 1.334 -4.457 -4.142
H 0.376 -6.716 -4.127
H -0.320 -6.132 -2.672
H 1.954 -7.228 -2.304
H 2.003 -5.558 -1.712
H 3.063 -3.761 -3.308
H 4.204 -4.670 -4.317
H 4.205 -4.703 -2.486
C 6.719 -2.544 0.931
O 6.739 -1.177 0.731
C 6.143 -0.702 -0.470
C 6.710 0.662 -0.919
N 6.359 1.751 0.066
C 4.950 2.115 0.140
C 4.513 2.845 1.392
O 4.332 1.789 2.420
C 4.030 2.178 3.750
H 7.223 -3.081 0.128
H 5.658 -2.759 1.056
H 7.161 -2.686 1.917
H 5.079 -0.663 -0.237
H 6.223 -1.452 -1.257
H 6.630 0.879 -1.984
H 7.786 0.631 -0.751
H 6.735 1.494 0.967
H 4.342 1.211 0.111
H 4.737 2.657 -0.781
H 3.655 3.463 1.129
H 5.370 3.482 1.615
H 4.781 2.902 4.068
H 3.980 1.253 4.324
H 3.086 2.691 3.931
C -0.201 3.266 -6.593
C 0.544 3.994 -5.405
C -0.129 4.068 -4.009
O -1.409 4.583 -3.946
C -1.937 4.497 -2.636
N 1.897 3.468 -5.210
H -0.442 2.244 -6.301
H 0.312 3.358 -7.550
H -1.149 3.743 -6.843
H 0.638 5.067 -5.567
H 0.545 4.520 -3.281
H -0.197 3.046 -3.637
H -1.184 4.734 -1.885
H -2.194 3.511 -2.249
H -2.854 5.062 -2.468
H 2.506 3.442 -6.015
H 1.871 2.509 -4.896
C 0.499 -0.429 7.066
C 1.463 0.738 6.471
C 0.729 1.664 5.442
O 0.153 0.806 4.464
C 0.963 0.451 3.372
N 1.879 1.484 7.619
H 0.879 -0.744 8.037
H 0.572 -1.287 6.397
H -0.544 -0.129 7.170
H 2.312 0.290 5.956
H 1.392 2.452 5.084
H -0.023 2.061 6.125
H 1.766 -0.162 3.781
H 1.342 1.353 2.892
H 0.490 -0.204 2.641
H 2.789 1.884 7.438
H 1.877 0.855 8.409
C -4.898 -4.105 0.687
C -3.806 -3.707 -0.389
C -3.324 -2.220 -0.231
O -4.474 -1.301 -0.097
C -4.146 -0.022 -0.385
N -2.686 -4.588 -0.423
H -4.638 -4.099 1.746
H -5.107 -5.168 0.567
H -5.817 -3.553 0.491
H -4.203 -3.862 -1.392
H -2.737 -1.971 -1.115
H -2.630 -2.077 0.597
H -5.074 0.544 -0.312
H -3.613 0.168 -1.316
H -3.463 0.337 0.384
H -2.072 -4.507 -1.221
H -2.820 -5.561 -0.188

Atomic partial charges in e from the Löwdin method, atoms 1 to 2: -0.0781, -0.2872

Record 2
C38H103N5O16 | ωB97M-V with the def2-TZVPD basis set

**HOMO-LUMO gap**: 8.71 eV
**LUMO energy**: 0.3 eV
**SMILES string**: COCCNCCOC.COCCNCCOC.COCCNCCOC.COCCNCCOC.COCCNCCOC.CC(C)O.CO.CO.CO.CO.CO
**Electronic energy**: -2986.9279 Ha
**Multiplicity**: 1
**E_HOMO**: -8.3743 eV

Cartesian coordinates (Å):
C -3.792 1.836 -1.661
O -3.856 0.819 -0.687
C -3.758 1.212 0.651
C -4.242 0.113 1.565
N -5.641 -0.224 1.290
C -6.034 -1.476 1.925
C -5.593 -2.724 1.161
O -6.153 -2.618 -0.129
C -5.868 -3.734 -0.936
H -4.112 1.373 -2.593
H -2.781 2.248 -1.692
H -4.546 2.615 -1.500
H -4.253 2.176 0.835
H -2.703 1.431 0.884
H -4.172 0.344 2.628
H -3.625 -0.777 1.372
H -5.738 -0.312 0.283
H -7.126 -1.490 1.911
H -5.700 -1.535 2.961
H -5.912 -3.627 1.695
H -4.496 -2.770 1.112
H -6.071 -4.691 -0.441
H -4.821 -3.723 -1.254
H -6.512 -3.736 -1.814
C -3.423 -1.605 -2.855
O -4.099 -2.166 -3.966
C -5.178 -1.363 -4.413
C -5.301 -1.594 -5.910
N -5.794 -2.935 -6.204
C -5.687 -3.217 -7.623
C -6.097 -4.651 -7.932
O -5.019 -5.484 -7.529
C -5.396 -6.852 -7.516
H -2.710 -2.344 -2.492
H -4.120 -1.311 -2.069
H -2.815 -0.740 -3.142
H -5.030 -0.306 -4.179
H -6.127 -1.658 -3.948
H -4.283 -1.475 -6.314
H -5.943 -0.820 -6.344
H -5.206 -3.545 -5.642
H -4.669 -3.098 -8.021
H -6.326 -2.528 -8.181
H -6.178 -4.702 -9.025
H -7.041 -4.895 -7.443
H -4.467 -7.387 -7.336
H -5.833 -7.157 -8.473
H -6.161 -7.059 -6.762
C 8.556 1.654 -0.262
O 7.487 1.609 0.658
C 6.235 1.570 0.019
C 5.127 0.989 0.872
N 5.174 -0.451 0.993
C 4.279 -0.972 2.022
C 4.459 -2.472 2.156
O 5.723 -2.787 2.671
C 5.876 -4.164 2.977
H 8.412 2.531 -0.905
H 8.643 0.769 -0.898
H 9.477 1.787 0.300
H 6.291 1.051 -0.946
H 5.911 2.584 -0.252
H 4.166 1.355 0.507
H 5.271 1.459 1.862
H 6.126 -0.780 1.094
H 3.239 -0.778 1.765
H 4.575 -0.513 2.978
H 4.313 -2.884 1.145
H 3.650 -2.873 2.780
H 6.882 -4.232 3.388
H 5.777 -4.739 2.050
H 5.152 -4.503 3.725
C 5.892 7.320 3.768
O 5.203 6.159 3.342
C 4.777 5.391 4.430
C 4.026 4.159 3.940
N 3.033 4.442 2.903
C 1.811 5.031 3.439
C 0.759 5.243 2.384
O 0.982 6.538 1.804
C 0.003 6.822 0.850
H 6.051 8.025 2.954
H 6.839 7.039 4.233
H 5.238 7.872 4.454
H 4.205 5.902 5.215
H 5.673 4.996 4.934
H 3.562 3.668 4.796
H 4.775 3.471 3.540
H 3.440 5.026 2.182
H 1.911 5.923 4.066
H 1.375 4.285 4.118
H -0.266 5.230 2.765
H 0.817 4.482 1.598
H 0.014 6.122 0.007
H 0.147 7.807 0.397
H -1.008 6.891 1.274
C 2.512 -4.134 -2.414
O 1.527 -4.398 -1.450
C 1.491 -3.523 -0.335
C 0.130 -3.750 0.327
N 0.051 -2.979 1.542
C -1.204 -3.145 2.261
C -1.374 -2.124 3.378
O -2.740 -1.965 3.666
C -2.908 -1.199 4.826
H 2.243 -3.180 -2.891
H 2.440 -4.859 -3.225
H 3.535 -4.113 -2.035
H 1.493 -2.483 -0.688
H 2.368 -3.757 0.271
H 0.047 -4.820 0.528
H -0.586 -3.458 -0.453
H 0.167 -1.987 1.333
H -1.188 -4.161 2.669
H -2.054 -3.081 1.564
H -0.949 -1.166 3.045
H -0.774 -2.418 4.245
H -3.961 -0.966 5.015
H -2.392 -0.239 4.732
H -2.611 -1.758 5.723
C -1.254 -0.507 -0.357
C -0.072 0.395 -0.060
C -0.495 1.815 0.306
O 0.715 -0.142 1.009
H -0.944 -1.411 -0.883
H -1.992 0.027 -0.954
H -1.748 -0.818 0.567
H 0.528 0.510 -0.971
H -1.047 1.840 1.248
H -1.140 2.221 -0.478
H 0.387 2.453 0.376
H 1.292 0.566 1.328
C 1.592 1.274 3.596
O 2.169 1.845 2.433
H 1.436 0.203 3.494
H 2.243 1.445 4.463
H 0.652 1.780 3.855
H 2.503 2.762 2.630
C 0.640 -0.922 -4.109
O -0.280 -2.005 -4.051
H 1.639 -1.211 -3.770
H 0.703 -0.579 -5.149
H 0.262 -0.090 -3.518
H 0.082 -2.737 -4.556
C 3.024 3.595 -1.042
O 2.957 4.727 -1.891
H 3.022 3.921 0.003
H 2.130 2.975 -1.116
H 3.899 2.991 -1.291
H 3.648 5.350 -1.659
C 3.598 -0.591 -2.261
O 4.496 -1.416 -1.554
H 2.567 -0.717 -1.910
H 3.932 0.455 -2.247
H 3.595 -0.855 -3.324
H 4.638 -1.011 -0.654
C -2.449 2.440 3.590
O -1.691 3.623 3.877
H -2.702 1.923 4.517
H -3.369 2.738 3.085
H -1.866 1.773 2.961
H -2.218 4.134 4.497

Atomic partial charges in e from the Löwdin method, atoms 1 to 2: -0.0793, -0.2351